A cluster of 2 separate species, CH5NO in total. Source: OMol25; level of theory: wB97M-V/def2-TZVPD.

```
8
Properties=species:S:1:pos:R:3:nbo_charge:R:1
C 0.786 0.154 -1.355 -0.024
N 0.308 -0.898 -0.821 -0.619
H 0.140 0.960 -1.596 0.167
H 1.850 0.248 -1.556 0.145
H 1.006 -1.620 -1.023 0.332
H -1.044 0.594 2.668 0.466
H -0.669 -0.113 1.340 0.483
O -1.053 0.691 1.713 -0.952
```

Properties
2S+1: 1
Max |F| in hartree/bohr: 0.0272
LUMO level in eV: 1.09
Structure (SMILES): C=N.O
Orbital gap in hartree: 0.42168
E_HOMO in eV: -10.383